# 1
Density functional theory data (wB97M-V/def2-TZVPD) for a cluster of 2 separate species, CH2Br2S in total in a non-equilibrium geometry.

The geometry in XYZ format:
```
6
Properties=species:S:1:pos:R:3:mulliken_charge:R:1
C -0.34 -0.53 0.31 -0.676
S 3.88 -1.38 -0.10 -0.055
Br 0.75 -2.07 0.02 -0.047
Br 3.56 0.77 0.05 0.037
H -0.50 0.20 -0.36 0.438
H -1.03 -0.41 1.23 0.303
```

multiplicity: 3
energy above the lowest of the compared OMol25 structures with the same formula, charge and spin: 53.9 kJ/mol
HOMO level (alpha / beta): -8.25 / -8.97 eV
energy: -5585.3800 Eh
<S²>: 2.009
largest force on an atom: 4.80 eV/Å
gap between HOMO and LUMO (alpha / beta): 0.2843 / 0.2356 Ha

=====

# 2
Density functional theory data (wB97M-V/def2-TZVPD) for a structure of composition CH2Br3N2 in a non-equilibrium geometry.

The geometry in XYZ format:
```
8
Properties=species:S:1:pos:R:3:mulliken_charge:R:1
C -0.05 0.59 -0.78 0.599
N -1.04 -0.04 -0.35 -0.278
N 1.58 -0.24 -0.13 -0.417
Br 0.20 1.85 -2.08 0.135
Br -0.84 -1.29 1.10 0.176
Br 2.97 0.22 -1.20 0.096
H -2.05 -0.17 -0.70 0.377
H 1.74 -0.27 0.86 0.312
```

net charge: +1
energy above the lowest of the compared OMol25 structures with the same formula, charge and spin: 273.2 kJ/mol
HOMO level (alpha / beta): -13.65 / -13.65 eV
energy: -7870.4089 Eh
largest force on an atom: 4.76 eV/Å
gap between HOMO and LUMO (alpha / beta): 0.2764 / 0.2764 Ha

=====

# 3
Density functional theory data (wB97M-V/def2-TZVPD) for an isolated molecule of CH2BrCl2P in a non-equilibrium geometry.

The geometry in XYZ format:
```
7
Properties=species:S:1:pos:R:3:mulliken_charge:R:1
Cl -1.82 -0.45 1.76 -0.165
P -1.26 0.65 0.19 0.419
Cl -0.03 1.97 1.13 -0.157
C 0.52 -0.57 -0.55 -0.695
Br 1.45 0.88 -1.55 -0.106
H 1.01 -1.22 0.30 0.339
H 0.13 -1.27 -1.29 0.365
```

energy above the lowest of the compared OMol25 structures with the same formula, charge and spin: 109.4 kJ/mol
HOMO level: -9.35 eV
energy: -3875.0513 Eh
largest force on an atom: 3.44 eV/Å
gap between HOMO and LUMO: 0.3480 Ha
SMILES string: ClP(Cl)CBr

=====

# 4
Density functional theory data (wB97M-V/def2-TZVPD) for a cluster of 2 separate species, CH2BrF2P in total in a non-equilibrium geometry.

The geometry in XYZ format:
```
7
Properties=species:S:1:pos:R:3:mulliken_charge:R:1
C -0.33 0.52 0.51 0.303
F -1.17 1.32 -0.21 -0.226
F -1.01 -0.43 1.10 -0.198
P 0.96 0.06 -0.74 -0.001
Br 1.72 -1.73 0.36 -0.122
H 0.00 1.22 1.40 0.208
H -0.15 -0.97 -2.43 0.036
```

energy above the lowest of the compared OMol25 structures with the same formula, charge and spin: 245.1 kJ/mol
HOMO level (alpha / beta): -9.46 / -9.64 eV
energy: -3154.2959 Eh
largest force on an atom: 3.10 eV/Å
gap between HOMO and LUMO (alpha / beta): 0.3004 / 0.3007 Ha

=====

# 5
Density functional theory data (wB97M-V/def2-TZVPD) for an isolated molecule of CH2BrIO2S in a non-equilibrium geometry.

The geometry in XYZ format:
```
8
Properties=species:S:1:pos:R:3:mulliken_charge:R:1
C 0.61 0.00 0.43 -0.896
O -1.29 1.92 0.19 -0.454
O -0.69 -0.23 -1.72 -0.466
S -0.91 -0.49 -0.34 0.625
Br -0.37 -2.63 0.17 -0.262
I 0.49 2.15 0.05 0.513
H 0.72 -0.36 1.45 0.517
H 1.44 -0.36 -0.23 0.423
```

multiplicity: 3
HOMO level (alpha / beta): -7.20 / -9.72 eV
energy: -3459.4526 Eh
<S²>: 2.014
largest force on an atom: 4.67 eV/Å
gap between HOMO and LUMO (alpha / beta): 0.2557 / 0.2546 Ha

=====

# 6
Density functional theory data (wB97M-V/def2-TZVPD) for the ion CH2BrN2 with charge +1 in a non-equilibrium geometry.

The geometry in XYZ format:
```
6
Properties=species:S:1:pos:R:3:mulliken_charge:R:1
Br 2.36 -0.06 -0.10 0.328
N 0.62 0.19 0.37 -0.026
C -0.55 0.56 0.15 0.284
N -0.53 -0.80 0.27 -0.316
H -1.22 1.34 0.22 0.375
H -0.68 -1.23 -0.91 0.354
```

net charge: +1
energy above the lowest of the compared OMol25 structures with the same formula, charge and spin: 263.3 kJ/mol
HOMO level: -15.96 eV
energy: -2722.3281 Eh
largest force on an atom: 5.27 eV/Å
gap between HOMO and LUMO: 0.3315 Ha
SMILES string: BrN1C=[NH+]1

=====

# 7
Density functional theory data (wB97M-V/def2-TZVPD) for a structure of composition CH2BrN2 in a non-equilibrium geometry.

The geometry in XYZ format:
```
6
Properties=species:S:1:pos:R:3:mulliken_charge:R:1
C -1.77 -0.23 0.04 0.100
N 1.62 0.38 0.33 -0.198
N -0.74 0.21 -0.26 -0.144
Br 3.23 -0.12 0.00 0.411
H -2.81 -0.65 0.25 0.343
H 0.47 0.41 -0.35 0.488
```

net charge: +1
energy above the lowest of the compared OMol25 structures with the same formula, charge and spin: 192.9 kJ/mol
HOMO level (alpha / beta): -15.29 / -15.26 eV
energy: -2722.3549 Eh
largest force on an atom: 2.58 eV/Å
gap between HOMO and LUMO (alpha / beta): 0.2951 / 0.2955 Ha

=====

# 8
Density functional theory data (wB97M-V/def2-TZVPD) for an isolated molecule of CH2BrN2OP in a non-equilibrium geometry.

The geometry in XYZ format:
```
8
Properties=species:S:1:pos:R:3:mulliken_charge:R:1
O -2.24 -1.05 -0.21 -0.433
C -1.53 -0.13 0.02 0.081
N -0.17 0.01 -0.01 0.182
N 0.76 -0.92 -0.13 -0.295
P 2.29 -1.00 -0.07 0.283
Br 2.84 1.28 -0.11 -0.280
H -2.04 0.91 0.28 0.210
H 0.10 0.91 0.23 0.252
```

energy above the lowest of the compared OMol25 structures with the same formula, charge and spin: 42.4 kJ/mol
HOMO level: -9.85 eV
energy: -3139.4070 Eh
largest force on an atom: 3.08 eV/Å
gap between HOMO and LUMO: 0.3266 Ha
SMILES string: O=CN/N=P\Br

=====

# 9
Density functional theory data (wB97M-V/def2-TZVPD) for a cluster of 2 separate species, CH2BrNO4 in total in a non-equilibrium geometry.

The geometry in XYZ format:
```
9
Properties=species:S:1:pos:R:3:mulliken_charge:R:1
C 0.41 0.27 0.22 0.380
N 0.08 -1.13 -0.22 1.028
O 0.75 -1.57 -1.10 -0.506
O -0.75 -1.69 0.46 -0.666
O -0.19 0.67 1.28 -0.392
O -0.72 1.06 -1.25 -0.616
Br 2.11 0.68 -0.35 0.026
H -0.90 -0.07 1.56 0.444
H -0.79 1.77 -0.61 0.302
```

energy above the lowest of the compared OMol25 structures with the same formula, charge and spin: 381.2 kJ/mol
HOMO level: -10.43 eV
energy: -2968.8340 Eh
largest force on an atom: 4.87 eV/Å
gap between HOMO and LUMO: 0.3379 Ha

=====

# 10
Density functional theory data (wB97M-V/def2-TZVPD) for a structure of composition CH2BrNOS in a non-equilibrium geometry.

The geometry in XYZ format:
```
7
Properties=species:S:1:pos:R:3:mulliken_charge:R:1
C 0.52 -0.86 -0.01 0.385
N 0.81 0.42 0.04 -0.326
O -1.67 -0.38 0.20 -0.270
S 0.64 -2.45 -0.11 -0.308
Br -2.02 1.34 -0.06 0.111
H -0.07 1.11 -0.02 0.200
H 1.79 0.82 -0.04 0.209
```

multiplicity: 3
energy above the lowest of the compared OMol25 structures with the same formula, charge and spin: 241.9 kJ/mol
HOMO level (alpha / beta): -6.22 / -9.48 eV
energy: -3141.2748 Eh
<S²>: 2.012
largest force on an atom: 3.90 eV/Å
gap between HOMO and LUMO (alpha / beta): 0.2073 / 0.2376 Ha

=====

# 11
Density functional theory data (wB97M-V/def2-TZVPD) for a cluster of 2 separate species, CH2BrPSi in total in a non-equilibrium geometry.

The geometry in XYZ format:
```
6
Properties=species:S:1:pos:R:3:mulliken_charge:R:1
C -0.75 -2.61 0.21 0.195
Si 0.65 1.99 -0.11 0.182
P 0.15 -1.33 0.31 -0.224
Br -1.97 -3.93 0.00 -0.023
H -0.07 3.25 -0.45 -0.071
H 1.99 2.62 0.03 -0.059
```

energy above the lowest of the compared OMol25 structures with the same formula, charge and spin: 228.3 kJ/mol
HOMO level: -8.66 eV
energy: -3243.9867 Eh
largest force on an atom: 2.09 eV/Å
gap between HOMO and LUMO: 0.2702 Ha

=====

# 12
Density functional theory data (wB97M-V/def2-TZVPD) for a structure of composition CH2Cl2IReTe4.

The geometry in XYZ format:
```
11
Properties=species:S:1:pos:R:3:mulliken_charge:R:1
Re 0.38 0.29 -0.21 0.190
Te 2.52 -0.94 -0.83 0.182
Te 4.51 -0.08 0.83 0.157
Te 3.16 0.51 2.99 0.171
Te 0.59 -0.09 2.32 0.130
Cl -1.12 -1.43 -1.32 -0.131
C -2.65 -0.52 -1.01 -0.158
Cl -2.21 0.94 -0.11 -0.086
H -3.29 -1.15 -0.41 0.328
H -3.08 -0.25 -1.97 0.326
I 1.19 2.72 -0.29 -0.109
```

multiplicity: 4
net charge: +1
HOMO level (alpha / beta): -10.98 / -11.37 eV
energy: -2407.4771 Eh
<S²>: 3.794
largest force on an atom: 0.17 eV/Å
gap between HOMO and LUMO (alpha / beta): 0.2251 / 0.1984 Ha

=====

# 13
Density functional theory data (wB97M-V/def2-TZVPD) for a cluster of 2 separate species, CH2Cl2NO2P in total in a non-equilibrium geometry.

The geometry in XYZ format:
```
9
Properties=species:S:1:pos:R:3:mulliken_charge:R:1
O -2.27 -0.07 1.59 -0.337
C -1.94 0.21 0.49 0.547
Cl -1.82 -1.12 -0.77 -0.175
Cl -2.29 1.77 -0.37 -0.126
N 2.10 -0.44 -0.47 -0.364
P 0.97 -0.54 0.70 0.355
O 0.17 0.67 0.38 -0.414
H 2.08 0.37 -1.08 0.266
H 3.00 -0.85 -0.49 0.249
```

energy above the lowest of the compared OMol25 structures with the same formula, charge and spin: 172.8 kJ/mol
HOMO level: -10.73 eV
energy: -1506.2959 Eh
largest force on an atom: 2.24 eV/Å
gap between HOMO and LUMO: 0.3768 Ha
SMILES string: O=C(Cl)Cl.NP=O

=====

# 14
Density functional theory data (wB97M-V/def2-TZVPD) for a cluster of 2 separate species, CH2Cl2O2P in total in a non-equilibrium geometry.

The geometry in XYZ format:
```
8
Properties=species:S:1:pos:R:3:mulliken_charge:R:1
C 1.03 0.04 -0.52 -0.370
O -1.99 1.55 0.10 -0.625
O -2.13 -0.97 -0.33 -0.583
P -1.44 0.16 0.27 0.700
Cl 1.88 1.58 0.06 -0.242
Cl 1.73 -1.39 0.25 -0.199
H 1.21 0.14 -1.66 0.257
H -1.07 -0.03 1.72 0.061
```

net charge: -1
energy above the lowest of the compared OMol25 structures with the same formula, charge and spin: 208.8 kJ/mol
HOMO level: -4.41 eV
energy: -1451.5905 Eh
largest force on an atom: 3.17 eV/Å
gap between HOMO and LUMO: 0.2922 Ha

=====

# 15
Density functional theory data (wB97M-V/def2-TZVPD) for a cluster of 2 separate species, CH2Cl2O4S2 in total in a non-equilibrium geometry.

The geometry in XYZ format:
```
11
Properties=species:S:1:pos:R:3:mulliken_charge:R:1
C -2.02 -0.32 -0.05 -0.394
O 0.92 0.32 0.36 -0.510
O -1.78 2.27 -0.04 -0.259
O 3.33 0.89 0.37 -0.506
O 2.59 -1.45 0.62 -0.508
S -1.49 1.19 0.84 0.853
S 2.37 -0.13 0.12 0.935
Cl -1.68 -1.74 0.97 -0.061
Cl 2.30 -0.35 -1.94 -0.254
H -1.45 -0.40 -0.98 0.304
H -3.09 -0.27 -0.26 0.400
```

HOMO level: -9.91 eV
energy: -2056.8972 Eh
largest force on an atom: 2.41 eV/Å
gap between HOMO and LUMO: 0.1909 Ha

=====

# 16
Density functional theory data (wB97M-V/def2-TZVPD) for an isolated molecule of CH2Cl2S2 in a non-equilibrium geometry.

The geometry in XYZ format:
```
7
Properties=species:S:1:pos:R:3:mulliken_charge:R:1
S -0.79 0.42 -0.81 -0.115
C 1.29 0.16 0.00 0.092
S 1.39 -1.52 0.36 -0.144
Cl 2.41 0.60 -1.37 -0.117
Cl 1.31 1.12 1.45 -0.058
H -1.00 -0.47 0.12 0.170
H 1.32 -1.48 1.68 0.173
```

energy above the lowest of the compared OMol25 structures with the same formula, charge and spin: 122.8 kJ/mol
HOMO level: -9.38 eV
energy: -1755.9940 Eh
largest force on an atom: 3.15 eV/Å
gap between HOMO and LUMO: 0.3209 Ha
SMILES string: SC(S)(Cl)Cl

=====

# 17
Density functional theory data (wB97M-V/def2-TZVPD) for an isolated molecule of CH2Cl3N.

The geometry in XYZ format:
```
7
Properties=species:S:1:pos:R:3:mulliken_charge:R:1
N 0.37 0.87 -0.12 -0.493
C -0.28 -0.31 0.15 0.459
Cl 0.48 -1.79 -0.67 -0.186
Cl -0.25 -0.63 1.89 -0.133
Cl -1.95 -0.23 -0.42 -0.133
H 0.32 1.16 -1.09 0.243
H 1.31 0.93 0.25 0.243
```

energy above the lowest of the compared OMol25 structures with the same formula, charge and spin: 0.0 kJ/mol
HOMO level: -10.58 eV
energy: -1474.6349 Eh
largest force on an atom: 0.72 eV/Å
gap between HOMO and LUMO: 0.4128 Ha
SMILES string: NC(Cl)(Cl)Cl

=====

# 18
Density functional theory data (wB97M-V/def2-TZVPD) for a cluster of 2 separate species, CH2Cl3OP in total in a non-equilibrium geometry.

The geometry in XYZ format:
```
8
Properties=species:S:1:pos:R:3:mulliken_charge:R:1
C -1.43 2.30 0.84 0.179
O 0.30 -0.41 -0.86 -0.461
P -0.71 -0.36 0.38 0.153
Cl -0.77 2.91 2.40 -0.120
Cl -3.13 2.49 0.65 -0.084
Cl -0.46 2.97 -0.43 -0.071
H 0.03 -0.95 -1.72 0.365
H 0.34 -0.39 1.44 0.038
```

multiplicity: 3
energy above the lowest of the compared OMol25 structures with the same formula, charge and spin: 178.8 kJ/mol
HOMO level (alpha / beta): -7.07 / -9.79 eV
energy: -1836.3365 Eh
<S²>: 2.006
largest force on an atom: 4.67 eV/Å
gap between HOMO and LUMO (alpha / beta): 0.2763 / 0.2880 Ha

=====

# 19
Density functional theory data (wB97M-V/def2-TZVPD) for a cluster of 2 separate species, CH2Cl4N2 in total in a non-equilibrium geometry.

The geometry in XYZ format:
```
9
Properties=species:S:1:pos:R:3:mulliken_charge:R:1
C -0.10 -0.65 0.32 0.065
N -1.41 -0.11 0.08 -0.280
N 1.20 0.53 -0.68 -0.202
Cl 0.35 -0.70 1.96 -0.066
Cl -2.23 -0.66 -1.42 -0.055
Cl 0.69 2.08 -0.20 -0.079
Cl 2.86 0.16 -0.18 -0.069
H 0.15 -1.54 -0.14 0.354
H -1.50 0.91 0.27 0.331
```

energy above the lowest of the compared OMol25 structures with the same formula, charge and spin: 123.4 kJ/mol
HOMO level (alpha / beta): -9.09 / -9.09 eV
energy: -1989.4160 Eh
largest force on an atom: 3.85 eV/Å
gap between HOMO and LUMO (alpha / beta): 0.3234 / 0.3233 Ha

=====

# 20
Density functional theory data (wB97M-V/def2-TZVPD) for an isolated molecule of CH2Cl4P2 in a non-equilibrium geometry.

The geometry in XYZ format:
```
9
Properties=species:S:1:pos:R:3:mulliken_charge:R:1
C -1.66 -0.14 -0.03 -0.714
P -0.16 0.59 0.15 0.538
Cl 0.78 1.16 1.88 -0.227
Cl 0.14 2.21 -1.01 -0.185
P 1.28 -0.70 -0.95 0.356
Cl 0.83 -2.40 0.01 -0.192
Cl 3.06 0.00 -0.46 -0.148
H -2.60 0.39 0.09 0.281
H -1.67 -1.12 0.32 0.291
```

energy above the lowest of the compared OMol25 structures with the same formula, charge and spin: 52.0 kJ/mol
HOMO level: -8.75 eV
energy: -2562.8134 Eh
largest force on an atom: 2.48 eV/Å
gap between HOMO and LUMO: 0.3259 Ha
SMILES string: C=P(Cl)(Cl)P(Cl)Cl